The following is a quantum chemistry calculation of a molecular structure, C27H35F5N4OP2TeZn, from OMol25.

The geometry in XYZ format:
```
76
Properties=species:S:1:pos:R:3:forces:R:3
Zn -0.022724 -2.134308 0.601573 1.371 -0.657 3.104
C -0.955488 3.892813 4.771352 -0.167 -0.340 0.339
C -1.702143 3.201569 3.905957 -0.445 0.873 -0.051
C -1.283196 2.554121 2.604732 -0.181 -0.068 -0.004
C 0.081025 1.826161 2.641609 -0.465 -0.529 -0.308
C 1.333725 2.520089 2.193698 0.135 0.175 0.028
C 1.705212 3.770932 2.478658 0.534 -0.358 -0.561
C 0.994751 4.797653 3.309772 0.107 0.244 -0.069
C 0.482365 4.306871 4.667914 0.296 0.427 0.339
C 1.504982 -3.159284 1.624629 -0.992 -0.473 -0.220
H -1.382802 4.221939 5.731367 -0.279 -0.148 -0.662
H -2.790822 3.203500 4.078030 0.567 -0.366 0.194
H -1.355042 3.279388 1.766776 0.165 -0.292 0.328
H -2.049723 1.776554 2.404764 0.412 0.441 0.025
H 0.225890 1.406722 3.649509 -0.074 0.148 -0.372
H -0.023590 0.949058 1.965908 0.032 0.236 0.436
H 1.984733 1.850403 1.602295 -0.073 0.715 0.291
H 2.661040 4.123629 2.083027 -0.161 -0.255 -0.044
H 0.185211 5.246748 2.722212 -0.045 -0.004 0.161
H 1.711763 5.615788 3.503794 -0.287 -0.330 -0.136
H 1.173424 3.547355 5.046753 -0.107 -0.124 0.008
H 0.589315 5.151078 5.368515 0.000 -0.255 -0.170
H 0.665136 -3.715731 2.058859 0.586 -0.744 0.327
H 1.952009 -2.652768 2.487703 -0.021 0.230 -0.343
H 2.217495 -3.863234 1.180450 -0.081 0.180 0.138
P 1.387610 -1.668827 -1.126237 1.777 2.199 -4.835
P -2.082743 -0.869325 -1.174328 -1.554 2.252 -3.865
N 2.631224 -0.437270 -1.298104 0.102 -0.031 0.879
N 2.128768 -2.892679 -2.109379 -0.494 -0.746 0.624
N -2.088004 0.782430 -1.957220 1.268 -0.123 1.126
N -3.656566 -1.254800 -1.883945 -0.551 -1.336 0.640
C 0.346550 -0.944903 -2.438353 -0.608 0.032 -0.624
C -1.044937 -1.582154 -2.524779 0.119 -0.375 0.242
C 3.685431 -0.251909 -0.401802 0.481 0.663 -0.668
C 4.601423 0.621064 -0.976111 -0.652 -0.650 0.287
C 4.111779 0.984608 -2.267778 -1.061 -0.825 0.146
C 2.911786 0.319492 -2.443271 0.519 0.301 0.200
C 2.412285 -4.200470 -1.704296 0.430 -0.255 -0.808
C 3.050931 -4.848024 -2.749643 -0.432 0.455 0.553
C 3.136549 -3.927828 -3.843065 -0.504 0.804 0.626
C 2.566148 -2.739296 -3.431879 0.211 -0.669 -0.032
C -1.445606 1.822364 -1.275770 -0.430 0.486 -0.780
C -1.295484 2.896681 -2.134490 -0.023 -0.661 0.457
C -1.787176 2.510557 -3.417665 0.061 -1.184 0.778
C -2.192526 1.189632 -3.297066 -0.028 0.552 0.152
C -4.513477 -0.651703 -2.819388 -0.237 -0.541 -0.285
C -5.416642 -1.595846 -3.293849 0.981 0.165 0.956
C -5.147855 -2.817781 -2.587994 0.616 0.306 0.244
C -4.074263 -2.589958 -1.747672 -0.578 0.616 -0.675
H 0.792804 -1.055201 -3.435317 -0.068 0.194 0.503
H 0.242147 0.128028 -2.217180 0.085 -0.196 -0.154
H -1.476455 -1.385001 -3.519013 -0.097 -0.064 0.555
H -1.028350 -2.671884 -2.391302 0.164 -0.032 -0.120
H 3.669080 -0.761456 0.550011 0.100 0.067 -0.014
H 5.533247 0.956529 -0.547359 -0.133 -0.068 0.137
H 4.564269 1.636406 -3.007584 -0.070 -0.128 0.277
H 2.237319 0.328030 -3.284271 0.193 0.152 0.155
H 2.097480 -4.534022 -0.722879 0.254 0.026 -0.234
H 3.429251 -5.862888 -2.747526 -0.189 0.172 0.093
H 3.545085 -4.099346 -4.830954 -0.012 -0.022 0.226
H 2.418515 -1.815630 -3.978232 0.273 -0.348 0.204
H -1.151761 1.690230 -0.244957 -0.142 0.163 0.042
H -0.871241 3.847111 -1.870045 0.067 0.103 0.063
H -1.830940 3.118758 -4.313571 0.008 -0.212 0.168
H -2.607936 0.559340 -4.061353 -0.010 -0.112 0.069
H -4.440901 0.394058 -3.084148 0.033 -0.303 0.232
H -6.169623 -1.445521 -4.063792 0.187 0.101 0.391
H -5.692477 -3.748322 -2.677342 0.140 0.116 -0.006
H -3.549707 -3.239083 -1.061723 -0.153 -0.086 0.004
F 0.178779 -3.197599 4.819998 -0.611 1.147 -0.848
Te -0.827441 -1.702944 4.184205 0.379 0.356 -0.211
F -1.941324 -0.205053 3.856789 0.537 -0.510 0.450
F 0.826575 -0.720023 4.053215 -1.308 -0.908 -0.037
F -2.320244 -2.713500 4.741001 0.601 0.540 -0.696
F -0.809063 -1.055654 5.971020 0.047 -0.487 -1.137
O -0.944844 -2.016472 2.336542 -0.515 0.176 1.764
```
Forces are in eV/Å.

Values from the calculation:
Energy above the lowest of the compared OMol25 structures with the same formula, charge and spin ... 0.7447 eV
Kohn-Sham gap ... 6.30 eV
LUMO level ... -1.971 eV
2S+1 ... 1

Mulliken atomic charge list, values in e, 8 entries: atom 1 (Zn): 0.13, atom 2 (C): -0.45, atom 3 (C): -0.72, atom 4 (C): -0.48, atom 5 (C): 0.43, atom 6 (C): -0.62, atom 7 (C): -0.56, atom 8 (C): -0.76

=====

The following is a quantum chemistry calculation of a molecular structure, C27H35N5O2P2Tc, from OMol25.

The geometry in XYZ format:
```
72
Properties=species:S:1:pos:R:3:forces:R:3
Tc -0.119749 0.662991 2.689044 0.598 -2.400 0.400
C -1.939951 1.748782 -3.947149 -0.521 -0.457 -0.314
C -2.058600 0.446963 -3.651191 -0.873 0.832 -1.089
C -1.264397 -0.646121 -4.287086 0.292 -0.519 -0.058
C 0.227434 -0.293061 -4.525941 0.068 -0.416 -0.067
C 0.859315 0.517742 -3.404533 0.221 0.399 -0.740
C 0.907864 1.859681 -3.452827 0.747 -0.880 -0.757
C 0.367638 2.636222 -4.629207 -0.605 0.843 -0.270
C -1.100759 2.290978 -5.050049 0.388 0.368 -0.300
C 1.493017 0.722847 4.026177 0.640 0.470 1.201
H -2.545202 2.528404 -3.487700 0.031 -0.445 -0.022
H -2.918487 0.086696 -3.090624 0.288 0.355 0.113
H -1.699207 -0.973864 -5.259537 0.110 0.155 0.616
H -1.331875 -1.521220 -3.602820 0.124 0.246 -0.434
H 0.768145 -1.251557 -4.644121 -0.117 0.464 0.034
H 0.316271 0.227428 -5.497824 0.128 -0.217 0.621
H 1.406531 -0.066325 -2.660454 -0.167 0.361 0.002
H 1.502931 2.447791 -2.756973 -0.221 -0.267 0.239
H 0.946043 2.529873 -5.572497 0.187 -0.026 0.820
H 0.397795 3.712491 -4.363400 0.057 -0.553 -0.210
H -1.577722 3.228304 -5.399043 0.278 -0.538 0.033
H -1.098678 1.591869 -5.903750 -0.022 0.345 0.347
H 1.061683 1.449523 4.747246 0.504 -0.235 -0.167
H 2.484910 1.083262 3.709723 -0.415 -0.038 0.250
H 1.609601 -0.230143 4.562303 -0.048 0.233 -0.003
P 1.527758 -0.336221 1.521653 0.570 1.855 0.043
P -1.373644 -0.781712 1.442399 -0.224 3.092 -1.318
N 2.700116 0.864707 1.059403 -0.490 -0.940 0.311
N 2.613790 -1.652519 2.203285 0.612 -0.472 -0.094
N -2.214322 0.490448 0.554071 -0.090 -1.181 0.219
N -2.741392 -1.730172 1.922717 -0.921 -1.474 0.378
C 0.960640 -1.089240 -0.028509 0.507 -0.508 -0.121
C -0.440434 -1.706276 0.173536 -0.141 -0.704 -0.431
C 2.581233 2.182064 1.516562 0.740 0.320 -0.723
C 3.574377 2.928592 0.908433 -0.984 -0.031 0.729
C 4.317074 2.072391 0.052222 -0.548 -1.116 0.328
C 3.762909 0.804410 0.170893 0.637 0.498 -0.332
C 3.589606 -1.510543 3.199186 -1.325 0.654 -0.857
C 4.279619 -2.711561 3.364200 -0.078 -2.332 -1.192
C 3.718961 -3.646589 2.440810 1.577 0.951 1.877
C 2.713298 -2.968914 1.749027 -0.364 1.665 0.427
C -2.337684 1.798548 1.030093 0.442 0.870 -0.143
C -2.763903 2.610289 -0.011057 0.066 -1.198 0.545
C -3.013366 1.761614 -1.120396 0.403 -1.320 0.741
C -2.642083 0.462008 -0.760197 -0.417 1.493 0.227
C -3.926009 -2.011393 1.217704 1.610 0.589 0.832
C -4.699872 -2.877150 1.989584 0.341 -0.952 2.073
C -3.979550 -3.150131 3.196496 -2.034 -0.187 -1.684
C -2.785526 -2.433646 3.143673 0.420 1.173 -1.770
H 1.706971 -1.824597 -0.362518 -0.449 0.062 -0.315
H 0.979032 -0.284128 -0.781983 -0.252 -0.131 0.409
H -1.005720 -1.713123 -0.767456 0.243 -0.154 0.115
H -0.343026 -2.751921 0.519810 -0.172 0.313 -0.121
H 1.819345 2.437108 2.242981 0.222 0.151 -0.150
H 3.738714 3.984175 1.116100 0.006 -0.352 -0.234
H 5.168456 2.355558 -0.546272 -0.043 -0.127 -0.005
H 4.053313 -0.144209 -0.276916 -0.084 0.357 0.037
H 3.707855 -0.582837 3.750888 0.006 -0.152 -0.303
H 5.111869 -2.877926 4.051431 -0.424 0.052 -0.267
H 4.027299 -4.676771 2.299102 -0.141 0.225 -0.006
H 2.057562 -3.333446 0.979937 -0.032 -0.112 -0.091
H -2.137975 2.057862 2.075728 -0.202 -0.178 -0.520
H -2.891177 3.678179 0.010659 -0.140 0.019 0.173
H -3.407310 2.060935 -2.069817 -0.147 -0.077 0.144
H -2.638463 -0.467344 -1.294085 0.016 0.021 -0.155
H -4.113389 -1.535976 0.262217 -0.036 -0.086 0.095
H -5.680379 -3.248795 1.707050 0.240 0.048 0.155
H -4.317727 -3.789909 4.002029 0.111 0.150 -0.071
H -1.964385 -2.332187 3.847759 -0.239 -0.129 -0.031
O -1.429610 -0.532916 5.330696 0.711 0.253 -2.038
N -1.082389 0.024349 4.324745 -1.190 3.670 1.533
O -1.474995 1.339365 4.094385 0.011 -2.648 1.333
```
Forces are in eV/Å.

Values from the calculation:
Expectation value of S² ... 3.79
Kohn-Sham gap (alpha / beta) ... 6.79 / 3.12 eV
LUMO level (alpha / beta) ... -5.892 / -9.704 eV
2S+1 ... 4
Net charge ... +2

Mulliken atomic charge list, values in e, 8 entries: atom 1 (Tc): -0.38, atom 2 (C): -0.43, atom 3 (C): -0.26, atom 4 (C): -1.23, atom 5 (C): -0.94, atom 6 (C): -0.21, atom 7 (C): -0.53, atom 8 (C): -0.84

=====

The following is a quantum chemistry calculation of C27H35N5O6 in the gas phase, from OMol25.

The geometry in XYZ format:
```
73
Properties=species:S:1:pos:R:3:forces:R:3
C -8.804501 -3.009717 -0.971087 -0.110 -0.152 0.036
H -9.178424 -3.005268 0.058079 0.024 -0.007 -0.028
O -7.974738 -1.902785 -1.225299 0.167 0.244 -0.064
C -6.834990 -1.766935 -0.494157 0.221 0.009 0.141
C -6.050969 -0.652526 -0.775097 -0.027 -0.099 0.043
C -4.860350 -0.392700 -0.112185 -0.275 -0.312 0.093
C -4.431628 -1.288583 0.890563 -0.188 -0.108 -0.052
C -5.221057 -2.394573 1.171327 0.353 0.100 0.170
C -6.404607 -2.641305 0.494057 -0.280 0.064 -0.248
H -6.973085 -3.519295 0.756405 -0.074 -0.069 -0.001
H -4.920542 -3.093415 1.935314 0.056 -0.032 0.069
O -3.259739 -1.031643 1.552368 -0.174 0.161 -0.242
C -2.823635 -1.899644 2.579064 0.157 -0.142 0.209
H -1.883730 -1.479987 2.938470 -0.114 -0.085 -0.032
H -3.542697 -1.936028 3.401605 -0.022 -0.003 -0.055
H -2.646010 -2.909077 2.197854 -0.039 0.032 -0.003
C -4.159313 0.857204 -0.536966 0.372 -0.010 0.183
O -4.691101 1.653900 -1.303349 -0.122 0.090 -0.118
N -2.924413 1.043278 -0.045900 0.256 -0.130 0.118
H -2.566249 0.360090 0.602522 -0.117 -0.083 -0.075
C -2.113791 2.210617 -0.321898 -0.195 0.237 -0.114
C -0.692211 1.965467 0.107613 0.134 -0.183 -0.003
C -0.391586 1.260673 1.249999 0.063 0.029 -0.121
C 0.927621 1.052718 1.662272 -0.178 0.609 -1.223
C 2.018421 1.525126 0.892414 -0.333 -0.118 0.235
N 3.305177 1.188683 1.155472 0.053 0.090 0.072
C 4.429746 1.875974 0.570228 0.177 0.115 -0.376
H 4.151440 2.891619 0.292026 0.054 -0.028 0.102
C 4.972601 1.099984 -0.633624 -0.211 0.049 0.115
H 5.990785 1.429576 -0.841438 0.021 -0.005 -0.061
H 4.354811 1.310156 -1.507693 0.023 0.061 -0.051
C 4.995242 -0.421017 -0.356258 0.135 0.047 0.166
N 6.210745 -0.967756 -0.959715 0.082 0.110 0.225
C 6.194815 -0.912179 -2.417401 0.095 0.023 -0.215
C 5.490396 -2.195566 -2.912127 -0.036 0.115 -0.006
H 4.440102 -1.998993 -3.127106 -0.007 -0.040 -0.054
C 5.644446 -3.173405 -1.738405 0.038 0.008 0.127
H 6.140635 -4.097441 -2.027200 -0.040 -0.086 0.014
H 4.674937 -3.429476 -1.310191 -0.016 -0.057 -0.018
C 6.485647 -2.377391 -0.721670 0.006 -0.221 0.010
H 7.549326 -2.525091 -0.930988 -0.024 -0.076 0.059
H 6.304393 -2.672351 0.307405 0.074 0.021 0.030
H 5.954787 -2.568495 -3.822623 -0.042 0.002 -0.071
H 7.236530 -0.910917 -2.750116 -0.053 0.043 -0.094
H 5.718684 -0.006792 -2.784102 0.055 0.075 0.000
C 4.961107 -0.634761 1.160128 -0.208 -0.042 -0.375
C 3.672588 -0.068103 1.765286 0.221 -0.346 0.464
H 2.855954 -0.781846 1.603102 0.052 0.048 0.038
H 3.797904 0.049743 2.851549 0.005 -0.170 -0.273
H 5.846328 -0.175640 1.599760 0.062 -0.010 0.047
H 4.981748 -1.694441 1.408836 0.043 0.014 0.060
H 4.085041 -0.880754 -0.782466 -0.007 0.032 0.033
H 5.198223 1.951477 1.344539 -0.021 0.109 -0.060
C 1.674916 2.321955 -0.222856 0.044 0.052 0.029
C 0.373659 2.528641 -0.601908 -0.110 -0.124 0.190
H 0.165298 3.130894 -1.473222 0.005 0.076 -0.139
H 2.455210 2.751874 -0.827960 0.125 -0.020 -0.066
N 1.066918 0.459810 2.944816 0.184 -0.319 0.936
O 0.193487 -0.318223 3.309755 0.064 -0.097 0.126
O 2.009460 0.789102 3.646898 -0.293 0.080 0.038
H -1.166310 0.883114 1.900754 -0.043 -0.045 0.026
H -2.138993 2.382045 -1.406068 0.058 -0.041 0.182
C -2.670778 3.475259 0.388021 -0.021 0.243 -0.120
C -2.887071 4.618399 -0.599683 -0.015 -0.293 0.361
O -2.273390 5.663593 -0.546954 0.283 0.363 0.056
N -3.814018 4.334735 -1.528189 -0.469 -0.017 -0.463
H -4.032441 5.020390 -2.231003 0.101 0.041 0.058
H -4.276813 3.428261 -1.546324 0.082 0.106 0.003
H -1.984724 3.811360 1.165535 -0.091 0.034 -0.087
H -3.629876 3.233778 0.847565 -0.007 -0.015 0.006
H -6.374967 0.041768 -1.534524 -0.012 0.077 -0.056
H -9.643618 -2.912319 -1.657864 0.038 -0.056 0.071
H -8.286758 -3.954818 -1.165988 -0.012 0.032 0.021
```
Forces are in eV/Å.

Values from the calculation:
Energy above the lowest of the compared OMol25 structures with the same formula, charge and spin ... 2.4321 eV
Kohn-Sham gap ... 7.80 eV
LUMO level ... -0.336 eV
2S+1 ... 1

natural (NBO) atomic charge list, values in e, 8 entries: atom 1 (C): -0.25, atom 2 (H): 0.17, atom 3 (O): -0.49, atom 4 (C): 0.27, atom 5 (C): -0.18, atom 6 (C): -0.20, atom 7 (C): 0.37, atom 8 (C): -0.29

=====

| no. | F_max (eV/A) | total energy (Ha) |
| --- | --- | --- |
| 1 | 5.60 | -4573.31676 |
| 2 | 4.15 | -2236.68260 |
| 3 | 1.38 | -1775.00192 |